Entry 1:
# C53H43AsAuCl2NOP2

C53H43AsAuCl2NOP2 as an isolated structure (ωB97M-V/def2-TZVPD, OMol25).

Values from the calculation:
- Charge: +2
- Multiplicity: 1
- Energy: -6149.5971 Eh
- HOMO energy: -12.0 eV
- Molecular weight: 1114.68 g mol⁻¹
- Frontier orbital gap: 5.6 eV
- LUMO level: -6.44 eV

XYZ file:
```
104
Properties=species:S:1:pos:R:3:mulliken_charge:R:1
Au 0.00 -0.07 0.42 2.127
Cl -4.33 2.03 2.60 -0.235
C -4.18 0.54 1.73 0.899
C -5.30 -0.28 1.59 -0.521
C -5.22 -1.46 0.91 0.635
Cl -6.62 -2.45 0.74 -0.237
C -3.99 -1.87 0.36 0.420
C -3.81 -3.08 -0.35 -1.366
C -2.58 -3.43 -0.82 -1.752
C -1.50 -2.57 -0.59 -0.226
N -1.64 -1.41 0.02 1.093
C -2.86 -1.03 0.52 0.089
C -2.93 0.22 1.21 -1.412
O -1.90 0.99 1.32 -0.461
H -6.24 0.04 2.02 0.550
H -4.67 -3.72 -0.50 0.485
H -2.41 -4.36 -1.35 0.736
H -0.51 -2.85 -0.92 0.604
C 2.08 -0.77 2.93 -0.860
C 2.00 0.76 2.88 -1.083
P 1.74 1.27 1.15 1.284
C 1.26 3.00 1.16 1.028
C 0.01 3.34 1.66 -0.381
C -0.37 4.67 1.71 -0.866
C 0.49 5.66 1.27 -0.670
C 1.74 5.32 0.76 -0.771
C 2.13 3.99 0.70 -0.632
C 3.34 1.04 0.37 0.730
C 4.45 1.68 0.93 -0.793
C 5.70 1.50 0.37 -0.851
C 5.86 0.69 -0.75 -0.799
C 4.76 0.04 -1.30 -0.634
C 3.51 0.21 -0.74 0.455
P 0.44 -1.36 2.39 1.332
C -0.61 -1.21 3.84 0.795
C -0.40 -2.18 4.83 -1.055
C -1.08 -2.10 6.03 -0.835
C -1.98 -1.06 6.25 -0.668
C -2.18 -0.10 5.28 -0.919
C -1.49 -0.16 4.07 -0.018
C 0.52 -3.08 1.89 0.843
C 1.60 -3.50 1.11 -0.607
C 1.63 -4.80 0.63 -0.851
C 0.59 -5.68 0.92 -0.604
C -0.48 -5.25 1.69 -0.912
C -0.52 -3.96 2.17 -0.869
H 2.30 -1.14 3.93 0.661
H 2.85 -1.13 2.24 0.511
H 2.91 1.23 3.25 0.945
H 1.16 1.14 3.47 0.487
H -0.70 2.58 1.97 -0.012
H -1.35 4.93 2.09 0.514
H 0.19 6.70 1.31 0.433
H 2.41 6.10 0.41 0.494
H 3.09 3.74 0.27 0.569
H 4.35 2.31 1.80 0.460
H 6.56 2.00 0.80 0.470
H 6.84 0.56 -1.19 0.471
H 4.88 -0.60 -2.17 0.495
H 2.65 -0.29 -1.16 -0.568
H 0.30 -2.99 4.67 0.523
H -0.92 -2.85 6.79 0.462
H -2.52 -1.01 7.18 0.431
H -2.87 0.72 5.45 0.503
H -1.65 0.60 3.32 0.000
H 2.41 -2.83 0.86 0.227
H 2.47 -5.14 0.03 0.526
H 0.62 -6.70 0.55 0.454
H -1.29 -5.94 1.92 0.460
H -1.37 -3.63 2.77 0.483
C -0.33 -3.49 -4.29 -0.787
C 0.79 -3.18 -3.53 -0.772
C 0.86 -1.96 -2.86 -0.322
C -0.18 -1.05 -2.95 0.836
C -1.31 -1.36 -3.71 -1.042
C -1.37 -2.58 -4.38 -0.898
As -0.11 0.63 -2.00 1.954
C -1.66 1.64 -2.50 0.227
C -1.79 1.99 -3.85 -0.778
C -2.89 2.73 -4.25 -0.777
C -3.84 3.13 -3.32 -0.637
C -3.68 2.81 -1.98 -0.918
C -2.59 2.06 -1.56 -0.268
C 1.34 1.60 -2.79 0.654
C 2.13 1.05 -3.79 -0.324
C 3.15 1.80 -4.35 -0.658
C 3.39 3.09 -3.91 -0.789
C 2.58 3.65 -2.92 -0.704
C 1.55 2.91 -2.36 -0.885
H -0.38 -4.43 -4.81 0.443
H 1.61 -3.88 -3.46 0.519
H 1.74 -1.75 -2.25 0.324
H -2.13 -0.67 -3.78 0.458
H -2.25 -2.82 -4.97 0.479
H -1.04 1.70 -4.58 0.482
H -3.00 3.00 -5.29 0.452
H -4.69 3.70 -3.64 0.426
H -4.41 3.14 -1.25 0.531
H -2.44 1.86 -0.51 0.137
H 1.95 0.04 -4.15 0.374
H 3.76 1.37 -5.13 0.500
H 4.19 3.67 -4.34 0.436
H 2.74 4.67 -2.60 0.542
H 0.91 3.36 -1.62 0.575
```

Entry 2:
# C53H44AsF10N6O4PReS

C53H44AsF10N6O4PReS as an isolated structure in a non-equilibrium geometry (ωB97M-V/def2-TZVPD, OMol25).

Values from the calculation:
- ⟨S²⟩: 1.069
- Multiplicity: 2
- Energy: -6727.6106 Eh
- HOMO energy (alpha / beta): -6.9 / -6.9 eV
- Molecular weight: 1343.12 g mol⁻¹
- Frontier orbital gap (alpha / beta): 4.8 / 5.2 eV
- LUMO level (alpha / beta): -2.15 / -1.72 eV

XYZ file:
```
121
Properties=species:S:1:pos:R:3:lowdin_spin:R:1
Re -0.98 1.09 -0.70 0.869
C -0.76 -1.14 -2.98 -0.001
N -1.78 -0.44 -2.15 0.009
C -2.39 -1.46 -1.30 0.008
C -3.21 -0.85 -0.21 0.012
N -2.57 0.40 0.27 0.021
C -3.11 0.97 1.45 0.008
C -2.74 2.25 1.90 0.006
F -1.99 3.08 1.15 0.017
C -3.12 2.79 3.11 0.000
F -2.67 3.99 3.47 0.000
C -3.97 2.10 3.95 0.002
F -4.34 2.59 5.12 0.001
C -4.44 0.88 3.51 0.000
F -5.30 0.20 4.26 0.000
C -4.03 0.35 2.30 0.003
F -4.60 -0.83 2.00 0.001
C -2.75 0.23 -3.06 0.000
C -3.26 1.50 -2.44 -0.004
N -2.15 2.21 -1.81 -0.089
C -2.22 3.63 -1.76 0.000
C -3.44 4.31 -1.67 -0.008
F -4.58 3.63 -1.48 -0.002
C -3.55 5.68 -1.72 0.001
F -4.75 6.26 -1.62 0.001
C -2.41 6.46 -1.82 -0.008
F -2.50 7.78 -1.87 -0.003
C -1.18 5.83 -1.86 0.002
F -0.07 6.55 -1.95 0.001
C -1.10 4.45 -1.82 -0.007
F 0.12 3.92 -1.90 -0.001
H -1.26 -1.90 -3.58 -0.001
H -0.05 -1.63 -2.31 -0.001
H -0.24 -0.45 -3.62 0.000
H -1.57 -2.02 -0.86 0.000
H -3.00 -2.15 -1.89 0.001
H -3.30 -1.59 0.58 0.001
H -4.22 -0.62 -0.55 0.000
H -3.57 -0.45 -3.29 0.000
H -2.24 0.46 -3.99 0.000
H -4.03 1.30 -1.70 -0.004
H -3.71 2.12 -3.22 -0.001
C 0.37 -0.82 3.12 0.000
C 1.41 -1.69 3.81 0.000
As 1.08 -3.64 3.83 0.000
C 2.51 -4.01 5.10 0.000
C 2.28 -4.64 6.32 0.000
C 3.35 -5.00 7.14 0.000
C 4.65 -4.74 6.74 0.000
C 4.89 -4.11 5.52 0.000
C 3.82 -3.76 4.71 0.000
C -0.46 -3.60 5.03 0.000
C -1.55 -4.41 4.70 0.000
C -2.71 -4.38 5.47 0.000
C -2.79 -3.55 6.57 0.000
C -1.70 -2.75 6.92 0.000
C -0.55 -2.78 6.15 0.000
P 0.46 -0.65 1.29 -0.002
C 2.20 -0.22 0.97 -0.001
C 2.85 -0.55 -0.22 -0.001
C 4.14 -0.12 -0.47 0.000
C 4.80 0.68 0.45 0.000
C 4.15 1.05 1.62 0.000
C 2.87 0.60 1.88 0.000
C 0.16 -2.41 0.84 -0.001
C 0.95 -3.24 0.05 -0.001
C 0.53 -4.54 -0.24 0.000
C -0.67 -5.02 0.26 0.000
C -1.46 -4.20 1.06 0.000
C -1.05 -2.91 1.33 0.000
H 0.43 0.20 3.51 0.000
H -0.65 -1.15 3.37 0.000
H 1.45 -1.38 4.86 0.000
H 2.41 -1.53 3.41 0.000
H 1.27 -4.86 6.64 0.000
H 3.16 -5.49 8.08 0.000
H 5.49 -5.02 7.37 0.000
H 5.90 -3.90 5.20 0.000
H 4.02 -3.28 3.75 0.000
H -1.48 -5.07 3.84 0.000
H -3.55 -5.02 5.20 0.000
H -3.70 -3.52 7.16 0.000
H -1.76 -2.11 7.79 0.000
H 0.30 -2.16 6.44 0.000
H 2.33 -1.12 -0.98 0.000
H 4.63 -0.40 -1.39 0.000
H 5.81 1.03 0.25 0.000
H 4.65 1.68 2.35 0.000
H 2.40 0.89 2.81 0.000
H 1.91 -2.92 -0.32 0.000
H 1.16 -5.18 -0.85 0.000
H -0.99 -6.03 0.04 0.000
H -2.40 -4.56 1.46 0.000
H -1.69 -2.27 1.93 0.000
O 0.83 2.38 -11.26 0.000
S 0.79 3.44 -10.28 0.000
O -0.44 3.51 -9.50 0.000
O 1.29 4.72 -10.72 0.000
C 2.02 2.91 -9.06 0.000
N 3.30 2.74 -9.48 0.000
C 4.16 2.33 -8.57 0.000
C 3.83 2.08 -7.25 0.000
C 2.51 2.29 -6.92 0.000
N 1.62 2.71 -7.81 0.000
C 1.94 2.06 -5.55 -0.001
C 0.60 2.37 -5.33 0.001
C 0.05 2.11 -4.09 0.001
N 0.73 1.55 -3.08 0.034
C 2.02 1.30 -3.29 0.001
C 2.66 1.53 -4.49 0.001
H 5.19 2.20 -8.91 0.000
H 4.57 1.74 -6.54 0.000
H 0.02 2.81 -6.13 0.000
H -0.99 2.35 -3.90 0.000
H 2.57 0.88 -2.45 0.000
H 3.71 1.29 -4.59 0.000
C 0.92 3.21 0.70 0.020
O 0.38 2.05 0.06 0.114
H 1.06 3.00 1.76 0.003
H 0.24 4.05 0.59 0.002
H 1.88 3.44 0.25 -0.001
```

Question: The highest energy belongs to which entry?
Answer: C53H43AsAuCl2NOP2